Entry 1:
The following is a DFT calculation (ωB97M-V/def2-TZVPD) of a cluster of 2 separate species, CH8N2S2 in total in a non-equilibrium geometry.

Results
max |F|	4.1	eV/Å
highest occupied orbital energy	-0.3190	hartree
E	-948.71729	hartree
SMILES	NCN.SS
HOMO-LUMO gap	9.168	eV
lowest unoccupied orbital energy	0.01791	Ha
charge	0

Each line ends with the natural charge from an NBO analysis.
CARTESIAN COORDINATES (ANGSTROEM)
1 N -1.16 -3.20 0.23  -0.847
2 C -0.10 -2.44 -0.44  -0.051
3 N 1.00 -3.46 -0.59  -0.868
4 H -1.89 -3.43 -0.41  0.351
5 H -1.65 -2.66 0.90  0.350
6 H 0.10 -1.56 0.13  0.173
7 H -0.46 -2.07 -1.32  0.164
8 H 1.06 -4.14 -1.32  0.364
9 H 0.83 -4.10 0.16  0.362
10 S -0.73 2.80 0.14  -0.163
11 S 1.00 1.88 0.26  -0.094
12 H -1.09 3.10 1.43  0.137
13 H 0.52 1.09 -0.66  0.123

=====

Entry 2:
The following is a DFT calculation (ωB97M-V/def2-TZVPD) of a cluster of 2 separate species, CH8N3 in total in a non-equilibrium geometry.

Results
max |F|	3.0	eV/Å
highest occupied orbital energy	-0.4717	hartree
E	-206.88952	hartree
HOMO-LUMO gap	9.052	eV
lowest unoccupied orbital energy	-0.13902	Ha
charge	+1

Each line ends with the natural charge from an NBO analysis.
CARTESIAN COORDINATES (ANGSTROEM)
1 N -1.34 -0.61 -1.80  -0.860
2 H -1.77 -0.89 -2.68  0.447
3 H -1.43 -1.35 -1.10  0.462
4 H -1.71 0.29 -1.49  0.457
5 H -0.34 -0.45 -1.90  0.479
6 N 1.24 1.28 1.78  -0.745
7 C 0.71 0.12 1.37  0.366
8 N 0.74 -0.30 0.14  -0.961
9 H 1.28 1.88 0.94  0.394
10 H 1.02 1.87 2.57  0.419
11 H 0.41 -0.62 2.13  0.161
12 H 1.18 -1.21 0.05  0.381

=====

Entry 3:
The following is a DFT calculation (ωB97M-V/def2-TZVPD) of a cluster of 2 separate species, CH8N3O in total in a non-equilibrium geometry.

Results
max |F|	1.2	eV/Å
highest occupied orbital energy	-0.5560	hartree
E	-282.20471	hartree
HOMO-LUMO gap	11.892	eV
lowest unoccupied orbital energy	-0.11898	Ha
charge	+1

Each line ends with the natural charge from an NBO analysis.
CARTESIAN COORDINATES (ANGSTROEM)
1 N 0.44 1.38 -0.21  -0.759
2 C 0.58 0.06 -0.47  0.689
3 N -0.31 -0.54 -1.24  -0.734
4 N 1.52 -0.62 0.16  -0.760
5 H 1.02 1.73 0.54  0.415
6 H 0.32 2.04 -0.98  0.424
7 H -0.09 -1.46 -1.57  0.429
8 H -1.03 0.05 -1.63  0.431
9 H 1.44 -1.60 0.39  0.438
10 H 2.33 -0.06 0.41  0.426
11 H -2.04 -0.23 2.32  0.491
12 H -2.44 -0.56 0.87  0.477
13 O -1.74 -0.19 1.41  -0.967